(1)
{"formula": "C54H51CdCl2NO3P2SSi", "method": "ωB97M-V/def2-TZVPD", "elements": ["Cd", "C", "P", "C", "C", "C", "C", "C", "C", "C", "C", "C", "C", "C", "C", "C", "C", "C", "C", "C", "P", "C", "C", "C", "C", "C", "C", "C", "C", "C", "C", "C", "C", "N", "H", "H", "H", "H", "H", "H", "H", "H", "H", "H", "H", "H", "H", "H", "H", "H", "H", "H", "H", "H", "H", "H", "H", "H", "H", "H", "O", "C", "O", "C", "C", "C", "C", "C", "C", "S", "H", "H", "H", "H", "Cl", "C", "Cl", "H", "H", "C", "C", "C", "C", "Si", "O", "C", "C", "C", "C", "C", "C", "C", "C", "C", "C", "C", "C", "H", "H", "H", "H", "H", "H", "H", "H", "H", "H", "H", "H", "H", "H", "H", "H", "H", "H", "H"], "xyz": [[13.206, 14.253, 14.113], [13.248, 17.002, 16.019], [11.503, 17.219, 16.515], [11.626, 17.875, 18.228], [11.572, 16.898, 19.263], [11.652, 17.305, 20.592], [11.739, 18.661, 20.926], [11.821, 19.598, 19.918], [11.789, 19.207, 18.588], [10.928, 18.668, 15.534], [11.429, 18.864, 14.239], [10.810, 19.717, 13.316], [9.636, 20.338, 13.653], [9.144, 20.202, 14.939], [9.763, 19.376, 15.867], [13.714, 15.814, 16.778], [14.111, 15.737, 18.093], [14.053, 14.366, 18.475], [13.668, 13.688, 17.333], [13.277, 12.261, 17.224], [11.506, 12.269, 16.643], [10.591, 12.525, 18.236], [9.726, 13.608, 18.349], [9.043, 13.842, 19.524], [9.250, 13.033, 20.626], [10.120, 11.936, 20.529], [10.749, 11.658, 19.347], [11.164, 10.529, 16.274], [12.038, 9.860, 15.418], [11.754, 8.597, 14.931], [10.567, 7.968, 15.294], [9.704, 8.635, 16.168], [9.977, 9.892, 16.634], [13.450, 14.560, 16.307], [13.868, 17.907, 16.218], [13.246, 16.758, 14.951], [11.477, 15.836, 19.021], [11.594, 16.579, 21.381], [11.749, 18.926, 21.971], [11.916, 20.657, 20.162], [11.816, 19.971, 17.829], [12.251, 18.226, 13.915], [11.194, 19.775, 12.332], [9.071, 20.873, 12.893], [8.222, 20.718, 15.189], [9.283, 19.264, 16.826], [14.345, 16.550, 18.784], [14.221, 13.936, 19.445], [13.364, 11.733, 18.173], [13.861, 11.739, 16.447], [9.590, 14.250, 17.482], [8.305, 14.631, 19.606], [8.705, 13.241, 21.523], [10.240, 11.240, 21.345], [11.390, 10.797, 19.262], [12.947, 10.339, 15.039], [12.358, 8.136, 14.202], [10.291, 6.974, 14.926], [8.802, 8.127, 16.433], [9.194, 10.362, 17.229], [11.963, 17.127, 11.220], [11.759, 16.090, 11.860], [12.083, 15.899, 13.080], [11.096, 14.918, 11.075], [10.445, 15.382, 9.927], [9.675, 14.540, 9.152], [9.552, 13.211, 9.527], [10.236, 12.724, 10.642], [11.036, 13.556, 11.444], [11.847, 12.714, 12.803], [10.550, 16.437, 9.687], [9.096, 14.908, 8.296], [8.880, 12.587, 8.962], [10.135, 11.713, 10.971], [8.897, 15.329, 13.906], [7.822, 14.324, 14.788], [6.806, 15.263, 15.931], [8.419, 13.613, 15.346], [7.124, 13.835, 14.120], [15.346, 11.216, 12.151], [16.448, 11.833, 13.028], [17.819, 11.163, 12.769], [16.027, 11.604, 14.497], [16.426, 13.722, 12.765], [15.257, 14.413, 13.576], [16.208, 14.128, 10.935], [16.976, 13.613, 9.880], [16.707, 14.009, 8.569], [15.654, 14.874, 8.297], [14.848, 15.367, 9.327], [15.131, 15.006, 10.628], [18.078, 14.490, 13.330], [17.995, 15.231, 14.530], [19.087, 15.895, 15.102], [20.321, 15.826, 14.491], [20.452, 15.119, 13.316], [19.357, 14.459, 12.752], [15.271, 10.141, 12.322], [15.428, 11.391, 11.063], [14.349, 11.621, 12.371], [17.786, 10.071, 12.942], [18.629, 11.574, 13.409], [18.138, 11.284, 11.695], [15.869, 10.523, 14.649], [15.082, 12.127, 14.683], [16.785, 11.955, 15.206], [17.792, 12.900, 10.040], [17.330, 13.690, 7.717], [15.512, 15.226, 7.271], [13.980, 15.990, 9.089], [14.540, 15.341, 11.465], [17.027, 15.303, 15.027], [18.938, 16.402, 16.019], [21.159, 16.320, 14.924], [21.408, 15.113, 12.827], [19.485, 13.943, 11.786]], "atomic_forces_ev_per_a": [[-0.3, 0.2, 0.2], [0.9, 0.5, 0.0], [-0.9, 0.2, -0.1], [0.2, -0.8, 0.6], [0.0, 0.8, -0.2], [-0.3, 0.4, -0.4], [0.1, -0.8, -0.2], [0.1, 0.6, 0.3], [-0.3, -0.2, -0.1], [-0.3, 0.1, -0.4], [0.3, -0.3, 0.1], [0.2, -0.9, 0.9], [-0.2, 0.4, -0.2], [-0.3, 0.0, 0.2], [0.1, 0.2, -0.2], [0.2, -0.3, 0.3], [0.3, 0.1, 1.1], [0.1, 0.4, -0.7], [-0.2, 0.2, 0.3], [-0.3, -0.3, -0.7], [-0.3, 0.6, 0.0], [0.4, -0.7, 0.3], [0.4, -0.2, -0.8], [-0.4, 0.1, 0.7], [0.4, -0.4, -0.5], [-0.7, 0.1, 0.4], [0.2, 0.9, -1.0], [0.1, -0.1, 0.2], [0.5, 0.0, -0.4], [-1.3, 0.0, 0.4], [0.0, 0.1, 0.4], [0.4, -1.1, -0.8], [-0.3, 0.4, 0.2], [0.0, -0.1, -0.2], [-0.4, -0.6, -0.3], [0.0, 0.3, 0.0], [0.0, 0.4, 0.0], [0.0, -0.3, 0.2], [0.0, 0.3, 0.1], [0.0, -0.2, -0.1], [0.1, 0.1, -0.3], [-0.1, 0.4, -0.2], [0.4, 0.0, -0.8], [0.1, 0.2, 0.2], [0.0, -0.1, 0.2], [0.1, -0.1, 0.3], [-0.1, -0.1, -0.4], [0.1, -0.1, 0.2], [0.2, 0.0, 0.0], [-0.1, 0.0, 0.3], [0.0, 0.1, 0.1], [0.2, 0.2, -0.2], [-0.1, 0.0, 0.5], [0.0, 0.1, 0.3], [0.1, -0.2, -0.1], [-0.3, 0.0, 0.3], [0.9, -0.4, -0.6], [0.2, 0.4, 0.0], [-0.6, -0.1, 0.3], [0.5, 0.2, 0.1], [-0.1, 0.2, 0.3], [0.7, -0.8, -0.3], [-0.1, 0.3, 0.0], [0.2, 0.8, 0.4], [-0.1, -0.2, 0.0], [-0.4, 0.1, -0.3], [0.3, -0.1, 0.6], [-0.2, 0.8, -0.4], [0.2, 0.2, 0.1], [-0.6, -0.3, -0.6], [0.0, -0.2, 0.1], [0.4, 0.0, 0.3], [0.0, -0.4, -0.1], [-0.1, -0.6, -0.1], [0.6, 0.5, -0.5], [-0.4, -0.2, 0.2], [0.0, -0.1, 0.2], [-0.1, -0.1, 0.2], [0.1, -0.1, -0.1], [-0.4, 0.2, -0.5], [0.2, -0.2, 0.1], [0.2, 0.1, -0.7], [0.1, -0.3, -0.4], [0.0, 0.3, -0.2], [0.3, 0.0, 0.1], [-0.3, 0.1, -0.4], [-0.1, 0.2, -0.2], [0.2, 0.1, -0.5], [0.1, 0.4, -0.1], [-0.2, -0.1, -0.5], [0.9, -0.9, 0.3], [0.5, 0.5, 0.9], [-0.1, 0.0, 0.0], [-0.7, -1.0, -0.8], [-0.4, -0.1, 0.0], [-0.4, -0.3, -0.4], [-0.2, -0.2, -0.7], [0.1, -0.3, 0.0], [0.4, -0.1, 0.4], [0.2, 0.1, 0.2], [-0.1, 0.3, 0.1], [-0.5, -0.1, -0.3], [-0.3, 0.0, 0.9], [0.0, 0.2, 0.1], [0.2, -0.1, 0.1], [-0.1, 0.0, 0.0], [-0.3, 0.3, 0.2], [-0.2, -0.1, 0.6], [-0.1, -0.2, 0.3], [0.4, -0.1, 0.2], [-0.2, 0.3, 0.0], [0.1, 0.0, -0.1], [0.0, 0.6, 0.7], [0.6, 0.4, 0.2], [0.3, -0.2, -0.3], [0.0, 0.2, 0.5]], "molar_mass_g_mol": 1067.4, "lumo_ev": 3.95, "e_above_lowest_kcal_mol": 0.0, "charge": -2, "orbital_gap_ev": 6.4, "max_force_ev_per_a": 1.44}



(2)
{"formula": "C54H51F15GeN7OSTeTi", "method": "ωB97M-V/def2-TZVPD", "elements": ["Ti", "C", "C", "N", "C", "C", "N", "C", "C", "C", "N", "C", "C", "N", "C", "H", "H", "H", "H", "H", "H", "H", "H", "H", "H", "H", "H", "H", "H", "H", "H", "H", "H", "H", "H", "H", "H", "H", "H", "C", "C", "C", "C", "C", "C", "Te", "N", "C", "O", "C", "C", "C", "C", "C", "C", "C", "C", "C", "C", "C", "C", "C", "C", "C", "C", "H", "H", "H", "H", "H", "H", "H", "H", "H", "H", "H", "H", "H", "H", "H", "H", "H", "H", "H", "H", "H", "H", "H", "N", "C", "C", "C", "N", "H", "H", "H", "H", "F", "C", "C", "C", "F", "C", "F", "C", "F", "C", "F", "Ge", "S", "C", "C", "F", "C", "F", "C", "F", "C", "F", "C", "F", "C", "C", "F", "C", "F", "C", "F", "C", "F", "C", "F"], "xyz": [[-0.025, 1.374, -0.629], [3.097, 0.372, 1.844], [2.802, -0.379, 0.544], [1.797, 0.259, -0.310], [2.058, 1.584, -0.826], [0.333, 3.591, -1.234], [-0.859, 4.197, -1.667], [-1.966, 4.539, -0.806], [-3.043, 3.448, -0.667], [-2.847, 2.451, 0.483], [-1.451, 2.164, 0.849], [-0.951, 3.056, 1.906], [-0.011, 2.251, 2.785], [1.037, 1.710, 1.934], [1.853, 0.733, 2.646], [3.658, 1.284, 1.636], [3.738, -0.262, 2.458], [2.434, -1.379, 0.800], [3.750, -0.502, -0.008], [1.640, -0.345, -1.121], [2.506, 1.585, -1.827], [2.698, 2.158, -0.153], [1.043, 3.616, -2.064], [0.732, 4.122, -0.366], [-1.183, 3.840, -2.561], [-2.441, 5.419, -1.258], [-1.589, 4.837, 0.170], [-3.089, 2.903, -1.609], [-4.009, 3.929, -0.513], [-3.315, 1.501, 0.208], [-3.367, 2.828, 1.376], [-1.529, 1.251, 1.326], [-1.780, 3.443, 2.510], [-0.393, 3.905, 1.497], [-0.558, 1.410, 3.226], [0.389, 2.872, 3.605], [1.653, 2.484, 1.678], [1.248, -0.157, 2.840], [2.171, 1.122, 3.631], [4.512, -6.410, -6.125], [3.753, -5.188, -5.699], [3.593, -4.107, -6.556], [2.916, -2.962, -6.159], [2.760, -1.810, -7.106], [2.390, -2.896, -4.872], [1.267, -1.033, -4.298], [0.379, 0.269, -2.663], [-0.722, 0.853, -2.986], [-1.317, 1.554, -2.093], [-1.256, 0.815, -4.383], [-1.790, -0.341, -4.945], [-2.135, -0.365, -6.286], [-1.934, 0.756, -7.077], [-1.429, 1.916, -6.514], [-1.103, 1.950, -5.171], [3.148, -0.220, -3.715], [4.082, -0.989, -3.035], [5.309, -0.462, -2.674], [5.621, 0.846, -3.006], [4.699, 1.612, -3.695], [3.459, 1.100, -4.055], [2.477, 1.969, -4.779], [2.512, -3.978, -4.009], [1.910, -3.948, -2.633], [3.201, -5.110, -4.430], [4.709, -6.391, -7.193], [3.955, -7.314, -5.885], [5.466, -6.460, -5.600], [4.001, -4.160, -7.556], [3.155, -2.052, -8.089], [3.291, -0.936, -6.723], [1.704, -1.551, -7.204], [-1.936, -1.223, -4.331], [-2.550, -1.267, -6.713], [-2.169, 0.722, -8.130], [-1.276, 2.796, -7.121], [-0.694, 2.852, -4.735], [3.854, -2.017, -2.797], [6.021, -1.073, -2.140], [6.578, 1.265, -2.732], [4.944, 2.630, -3.967], [2.953, 2.884, -5.126], [1.654, 2.228, -4.109], [2.051, 1.442, -5.635], [1.443, -2.972, -2.451], [2.667, -4.129, -1.869], [1.147, -4.720, -2.541], [3.305, -5.944, -3.749], [-0.432, -1.389, 0.648], [-0.906, -2.631, 0.436], [-1.809, -2.544, -0.599], [-1.843, -1.185, -0.933], [-1.005, -0.498, -0.168], [0.079, -1.064, 1.460], [-0.561, -3.475, 1.000], [-2.369, -3.342, -1.045], [-2.452, -0.690, -1.672], [-3.547, -0.141, 7.786], [-4.614, 0.196, 7.046], [-4.469, 0.235, 5.671], [-5.566, 0.616, 4.923], [-5.450, 0.692, 3.592], [-6.785, 0.931, 5.512], [-7.836, 1.299, 4.768], [-6.909, 0.863, 6.896], [-8.075, 1.160, 7.479], [-5.814, 0.496, 7.673], [-5.930, 0.445, 9.006], [-2.681, -0.183, 4.854], [-2.408, -0.342, 2.780], [-1.604, 1.212, 5.849], [-0.629, 1.013, 6.814], [-0.330, -0.232, 7.204], [0.060, 2.072, 7.390], [1.000, 1.853, 8.320], [-0.210, 3.380, 6.986], [0.481, 4.404, 7.503], [-1.196, 3.609, 6.026], [-1.456, 4.860, 5.609], [-1.876, 2.526, 5.503], [-2.844, 2.732, 4.582], [-2.067, -1.953, 5.573], [-0.770, -2.332, 5.279], [0.050, -1.413, 4.727], [-0.294, -3.613, 5.495], [0.962, -3.945, 5.157], [-1.150, -4.565, 6.041], [-0.711, -5.809, 6.263], [-2.465, -4.219, 6.339], [-3.296, -5.137, 6.846], [-2.902, -2.925, 6.084], [-4.185, -2.610, 6.324]], "atomic_forces_ev_per_a": [[2.9, 2.0, 0.5], [-0.3, -0.1, -0.1], [0.1, 0.0, 0.5], [0.8, -0.7, -0.8], [0.2, -0.1, 0.0], [-0.2, -1.8, 0.9], [-0.7, 1.3, -1.0], [-0.1, -0.1, -0.4], [0.1, 0.0, 0.2], [-0.6, 0.3, -0.5], [0.1, -0.3, 0.3], [0.4, 0.2, 0.5], [-0.3, 0.3, 0.2], [0.1, 0.3, -0.1], [0.4, -0.2, 0.0], [0.1, 0.0, 0.0], [0.1, 0.0, 0.0], [0.0, 0.0, 0.0], [-0.3, 0.0, 0.0], [0.1, 0.0, 0.3], [-0.3, 0.1, 0.2], [-0.3, 0.1, 0.0], [0.2, 0.0, 0.2], [0.3, 0.1, -0.1], [0.0, 0.0, 0.4], [0.0, 0.0, 0.2], [0.0, 0.2, 0.0], [-0.1, 0.1, 0.0], [-0.1, 0.0, 0.0], [0.0, 0.1, 0.2], [0.1, -0.3, -0.1], [-0.2, 0.2, 0.2], [0.1, 0.0, -0.1], [-0.2, -0.1, -0.1], [0.1, 0.1, 0.0], [0.0, -0.1, -0.1], [-0.2, -0.1, -0.1], [0.0, 0.0, 0.1], [-0.2, -0.1, -0.1], [0.0, 0.0, 0.0], [-0.1, 0.0, 0.1], [0.0, 0.0, 0.1], [0.0, 0.1, -0.1], [0.0, 0.0, 0.0], [-0.4, 0.1, 0.2], [1.0, -0.1, -0.1], [0.1, -0.3, 0.0], [0.4, -0.7, -1.2], [-1.3, 0.2, -0.3], [-0.4, 0.2, -0.1], [-0.1, 0.2, 0.2], [0.0, -0.1, 0.0], [0.0, -0.1, 0.0], [0.0, 0.1, -0.1], [0.0, -0.1, 0.1], [0.0, 0.1, -0.1], [-0.2, -0.2, 0.0], [0.1, 0.0, 0.1], [0.0, 0.0, 0.0], [0.1, 0.0, 0.0], [-0.2, 0.0, -0.1], [0.0, 0.0, 0.0], [-0.1, 0.1, 0.1], [-0.1, 0.1, 0.0], [0.0, 0.1, -0.1], [0.0, -0.1, -0.1], [0.0, -0.1, 0.0], [0.1, -0.1, 0.0], [0.0, 0.0, -0.1], [0.0, 0.0, -0.1], [0.0, 0.1, -0.1], [0.0, 0.1, -0.1], [0.0, 0.0, 0.0], [0.0, 0.0, -0.1], [-0.1, 0.0, -0.1], [0.0, 0.1, -0.1], [0.0, 0.1, 0.0], [0.0, -0.1, 0.0], [0.1, -0.1, 0.0], [0.1, 0.0, 0.0], [0.0, 0.1, 0.0], [0.0, 0.0, 0.0], [0.0, 0.1, 0.0], [0.0, 0.1, 0.0], [0.0, -0.3, 0.2], [0.0, 0.0, 0.1], [-0.1, 0.0, 0.1], [0.0, -0.1, 0.1], [0.0, -0.7, 0.0], [0.1, 0.3, -0.2], [0.0, 0.1, 0.0], [-0.1, -0.4, 0.2], [-0.6, -0.3, 0.1], [-0.1, 0.0, -0.2], [0.0, -0.1, 0.2], [-0.1, -0.1, 0.0], [0.1, 0.1, 0.0], [-0.2, 0.0, 0.3], [-0.2, 0.1, -0.2], [0.3, -0.1, -0.3], [0.1, 0.0, 0.0], [-0.3, 0.1, 0.1], [-0.1, 0.0, 0.1], [0.2, -0.1, 0.1], [0.1, 0.0, -0.1], [0.3, -0.1, -0.1], [0.0, 0.0, 0.0], [0.0, 0.0, -0.2], [0.0, -0.1, 1.0], [-0.2, 0.0, -0.2], [0.0, 0.0, -0.1], [-0.3, 0.1, -0.3], [0.2, 0.2, 0.2], [0.1, 0.2, 0.0], [-0.2, 0.0, -0.2], [-0.1, -0.2, -0.1], [-0.2, -0.3, -0.1], [0.1, 0.2, 0.1], [0.1, -0.3, 0.2], [-0.1, -0.4, -0.1], [0.2, 0.3, 0.2], [-0.1, 0.1, -0.2], [-0.2, 0.0, 0.0], [0.2, -0.3, 0.1], [0.0, 0.1, 0.0], [-0.2, 0.0, 0.1], [-0.1, 0.1, 0.0], [-0.1, 0.2, 0.0], [0.0, 0.0, 0.0], [0.1, 0.1, -0.1], [0.2, 0.2, 0.0], [0.0, -0.4, 0.1]], "molar_mass_g_mol": 1379.2, "lumo_ev": [0.09, -1.76], "e_above_lowest_kcal_mol": 112.3, "multiplicity": 2, "orbital_gap_ev": [6.5, 4.6], "s_squared": 0.76, "max_force_ev_per_a": 3.56}